# 1
The following is a quantum chemistry calculation of a molecular structure, C11H23CdClNO6P2 in a non-equilibrium geometry, from the Open Molecules 2025 dataset.

Last column: Mulliken charge in e.
Element x y z (Å)
Cd: 0.057 0.554 1.161  0.90
P: 2.145 -0.724 0.821  0.51
C: 2.383 -1.169 -0.947  -0.99
C: 1.080 -1.574 -1.596  0.40
N: -0.054 -1.084 -1.084  0.18
C: -1.225 -1.383 -1.655  0.34
C: -1.310 -2.243 -2.752  -0.86
C: -0.137 -2.791 -3.267  -0.50
C: 1.081 -2.432 -2.694  -0.77
C: -2.486 -0.756 -1.091  -1.01
P: -2.102 0.738 -0.107  0.56
H: 2.044 -2.787 -3.052  0.47
H: -2.300 -2.427 -3.167  0.46
H: -0.176 -3.484 -4.105  0.43
H: -3.180 -0.503 -1.907  0.55
H: -2.994 -1.482 -0.435  0.40
H: 2.779 -0.265 -1.457  0.43
H: 3.125 -1.981 -1.021  0.55
H: 0.735 3.522 -1.193  0.36
O: 1.313 2.802 -1.538  -0.58
H: 2.080 3.207 -1.970  0.29
H: -0.349 4.377 0.687  0.30
O: -0.355 4.450 -0.277  -0.67
H: -1.038 5.103 -0.493  0.31
C: -2.218 2.111 -1.300  -0.95
H: -3.205 2.171 -1.779  0.41
H: -2.004 3.052 -0.771  0.16
H: -1.455 2.013 -2.085  0.37
C: -3.510 0.869 1.041  -1.24
H: -3.386 1.783 1.644  0.39
H: -4.463 0.921 0.497  0.42
H: -3.531 -0.005 1.711  0.36
C: 1.839 -2.304 1.676  -1.04
H: 2.753 -2.907 1.681  0.44
H: 1.537 -2.131 2.721  0.25
H: 1.045 -2.869 1.169  0.32
C: 3.740 -0.068 1.398  -1.12
H: 3.628 0.277 2.439  0.35
H: 4.513 -0.852 1.364  0.40
H: 4.051 0.773 0.752  0.36
O: 0.365 -1.371 4.751  -0.59
Cl: -0.087 -0.106 4.242  1.66
O: -0.754 0.663 5.255  -0.61
O: 1.055 0.652 3.672  -0.68
O: -1.028 -0.340 3.063  -0.72

Summary:
Orbital gap ... 9.4 eV
LUMO energy ... -3.43 eV
ΔE to the lowest compared entry with this formula, charge and spin ... 2.6 kJ/mol
Charge ... +1
Multiplicity ... 1

# 2
The following is a quantum chemistry calculation of 2 unconnected molecules or ions with the total composition C31H29N2O in a non-equilibrium geometry, from the Open Molecules 2025 dataset.

Last column: Mulliken charge in e.
Element x y z (Å)
C: -3.426 -3.923 1.501  -0.53
C: -2.938 -3.456 2.728  -0.58
C: -1.851 -2.582 2.751  -0.46
C: -1.235 -2.226 1.550  0.52
C: -0.190 -1.153 1.540  1.43
N: 1.010 -1.518 0.853  -0.45
C: 2.162 -1.183 1.307  -0.20
C: 3.312 -2.084 1.349  0.52
C: 4.621 -1.585 1.492  -0.42
C: 5.685 -2.471 1.609  -0.55
C: 5.451 -3.856 1.600  -0.40
C: 4.150 -4.357 1.459  -0.55
C: 3.082 -3.474 1.304  -0.41
C: -1.644 -2.776 0.337  -0.46
C: -2.782 -3.586 0.302  -0.55
H: -4.303 -4.571 1.478  0.39
H: -3.417 -3.743 3.666  0.40
H: -1.475 -2.148 3.678  0.38
H: -0.566 -0.386 0.850  -1.45
H: -0.050 -0.701 2.542  0.43
H: 2.343 -0.158 1.699  0.24
H: 4.762 -0.502 1.504  0.36
H: 6.699 -2.088 1.715  0.37
H: 6.288 -4.545 1.702  0.37
H: 3.963 -5.431 1.473  0.38
H: 2.058 -3.828 1.167  0.41
H: -1.100 -2.518 -0.571  0.49
H: -3.168 -3.928 -0.660  0.42
C: -3.882 -1.489 -4.864  -0.86
O: -4.302 -1.228 -3.508  -0.42
C: -3.439 -0.552 -2.703  0.92
C: -2.136 -0.162 -3.108  -0.72
C: -1.272 0.385 -2.176  -0.83
C: -1.702 0.658 -0.858  0.59
C: -0.847 1.356 0.086  -0.65
C: -0.028 2.432 -0.302  0.72
C: 0.783 3.260 0.592  0.18
C: 1.022 3.218 1.959  -0.29
C: 1.735 4.276 2.550  -0.88
C: 2.172 5.373 1.788  -0.65
C: 1.889 5.450 0.415  -0.89
C: 1.215 4.380 -0.157  0.23
N: 0.719 4.237 -1.461  0.08
C: 0.793 5.217 -2.532  -0.89
C: 0.020 3.080 -1.561  -0.76
C: -2.997 0.225 -0.462  -0.26
C: -3.857 -0.349 -1.364  -0.79
H: -4.732 -2.002 -5.311  0.25
H: -3.677 -0.550 -5.397  0.36
H: -2.990 -2.130 -4.893  0.36
H: -1.809 -0.318 -4.141  0.39
H: -0.254 0.646 -2.474  0.93
H: -1.131 1.375 1.145  0.72
H: 0.643 2.373 2.533  0.42
H: 1.949 4.249 3.619  0.41
H: 2.741 6.167 2.269  0.40
H: 2.184 6.296 -0.202  0.26
H: 1.427 6.049 -2.227  0.30
H: 1.192 4.746 -3.440  0.33
H: -0.209 5.599 -2.776  0.35
H: -0.506 2.823 -2.474  0.73
H: -3.307 0.375 0.573  0.39
H: -4.848 -0.689 -1.067  0.46

Summary:
Orbital gap ... 5.8 eV
LUMO energy ... -4.78 eV
Charge ... +1
Multiplicity ... 1

# 3
The following is a quantum chemistry calculation of a single C4H8N2 molecule in a non-equilibrium geometry, from the Open Molecules 2025 dataset.

Last column: Mulliken charge in e.
Element x y z (Å)
C: 0.079 1.178 -1.124  -0.28
C: -0.441 0.121 -0.520  0.35
C: -1.297 -1.001 -0.987  -0.87
C: 0.919 -0.487 1.526  -0.72
N: 0.932 1.602 -0.008  -0.63
N: 0.121 0.360 0.762  -0.01
H: 0.087 1.595 -2.140  0.36
H: -1.023 -1.326 -1.979  0.31
H: -1.097 -1.795 -0.204  0.24
H: -2.437 -0.658 -0.969  0.22
H: 1.040 0.028 2.560  0.22
H: 0.430 -1.545 1.621  0.25
H: 1.902 -0.610 1.135  0.31
H: 0.785 2.536 0.328  0.25

Summary:
Orbital gap (alpha / beta) ... 5.3 / 7.1 eV
Expectation value of S² ... 2.024
LUMO energy (alpha / beta) ... 1.01 / -1.22 eV
ΔE to the lowest compared entry with this formula, charge and spin ... 252.0 kJ/mol
Multiplicity ... 3

DFT total energy across the listed records, respectively: -61208.2847 -37637.1063 -7250.4262 eV.